ORCA calculation (the ωB97M-V functional and the def2-TZVPD basis) on an isolated ion of composition CH6N3S2 and charge +1 at a distorted geometry.

Positions of all 12 atoms, in Å:
C (0.975, 0.667, -0.199)
N (0.903, 1.929, -0.097)
N (-0.354, -0.187, -0.362)
N (0.059, -1.493, -0.204)
S (2.432, -0.066, -0.025)
S (-1.952, 0.388, -0.269)
H (-0.034, 2.408, -0.086)
H (1.805, 2.361, 0.142)
H (2.077, -1.357, -0.407)
H (0.052, -1.980, 0.750)
H (-0.188, -2.245, -0.849)
H (-2.057, 0.993, 0.942)

Orbital gap   0.3638 Eh
Charge   +1
Molar mass   124.21 g/mol
LUMO   -4.060 eV
Relative energy (zero: lowest compared OMol25 entry of this formula, charge and spin)   51.2 kcal/mol

These are the Mulliken partial charges, in e, on atoms 1 to 8:
1 C 0.72
2 N -0.32
3 N 0.14
4 N -0.70
5 S -0.22
6 S -0.11
7 H 0.24
8 H 0.24